# 1
ORCA calculation (ωB97M-V/def2-TZVPD) on a single C22H22N2O5S molecule at a distorted geometry.

The geometry in XYZ format:
```
52
Properties=species:S:1:pos:R:3:forces:R:3:lowdin_charge:R:1
C 5.23928 0.54656 2.75100 -0.024 0.093 0.072 -0.01
C 5.32737 0.84511 1.30357 0.006 0.015 -0.704 -0.30
N 5.61033 2.03452 0.84711 0.076 0.335 1.260 0.10
O 5.59388 1.97405 -0.50974 -0.108 -0.366 -0.873 0.02
C 5.29926 0.72597 -0.89643 -0.070 -0.585 0.724 -0.26
C 5.12347 -0.05618 0.21610 0.015 0.362 -0.508 -0.10
C 4.74947 -1.49817 0.26590 0.338 0.241 0.171 -0.08
H 4.81687 -1.86575 1.29396 0.049 -0.038 -0.195 0.13
H 5.38410 -2.09440 -0.39415 -0.142 -0.001 0.133 0.14
O 3.41644 -1.71030 -0.22268 -0.192 -0.219 -0.262 0.01
C 2.42028 -1.45222 0.63169 -0.020 0.041 0.174 -0.43
O 2.58791 -1.09090 1.76880 -0.002 -0.009 -0.041 0.13
C 1.08206 -1.67319 0.02033 -0.265 -0.057 -0.126 -0.10
C -0.04720 -1.42640 0.79889 0.182 0.016 0.122 0.01
C -1.29770 -1.61885 0.25336 -0.348 0.159 0.366 -0.25
C -1.45431 -2.06221 -1.04621 0.044 -0.086 -0.154 -0.03
C -0.33205 -2.31043 -1.82096 -0.175 -0.004 0.034 -0.04
C 0.93236 -2.11427 -1.29219 0.089 0.070 0.205 0.00
H 1.81037 -2.30600 -1.88891 0.044 -0.006 -0.048 0.12
H -0.44316 -2.65721 -2.83706 -0.025 -0.024 -0.070 0.11
H -2.44960 -2.21100 -1.43242 -0.117 -0.023 -0.153 0.11
S -2.76478 -1.30143 1.23793 -0.025 0.114 -0.262 0.70
O -3.56653 -2.48898 1.26309 -0.077 0.047 -0.263 -0.27
O -2.37256 -0.70973 2.48053 0.235 0.138 -0.200 -0.26
N -3.57357 -0.20526 0.26972 0.522 -0.899 0.501 -0.13
C -3.21336 1.13647 0.24421 0.188 1.028 -0.073 -0.21
C -1.96164 1.67995 0.46046 -0.017 0.054 0.004 -0.01
C -1.82514 3.05793 0.35235 0.051 -0.023 -0.002 -0.08
C -2.90430 3.86315 0.03196 -0.026 0.148 -0.026 -0.09
C -4.15974 3.30697 -0.18493 0.120 -0.076 0.033 -0.03
C -4.30782 1.94286 -0.07361 0.176 -0.275 0.081 -0.16
C -5.52676 1.08479 -0.25115 0.096 0.035 0.068 -0.06
H -5.90815 1.15667 -1.27208 -0.046 -0.058 0.014 0.12
H -6.32704 1.38006 0.42852 -0.026 -0.046 -0.033 0.12
C -5.01916 -0.34438 0.04199 -0.670 -0.684 -0.122 -0.33
C -5.27076 -1.31645 -1.10384 -0.052 0.087 0.294 -0.05
H -4.89848 -2.30020 -0.82982 -0.012 -0.100 -0.076 0.06
H -6.33792 -1.38917 -1.29856 -0.119 -0.036 -0.073 0.08
H -4.76758 -0.97246 -2.00566 0.027 0.067 -0.104 0.09
H -5.47055 -0.74989 0.95368 -0.066 0.131 -0.128 0.14
H -5.00496 3.93319 -0.42904 -0.088 0.069 -0.026 0.11
H -2.77258 4.93151 -0.04635 0.029 0.093 0.000 0.10
H -0.85741 3.50459 0.52392 0.085 0.041 0.020 0.10
H -1.12161 1.05791 0.72190 0.118 0.032 0.029 0.10
H 0.05288 -1.08672 1.81881 0.075 0.054 0.085 0.13
C 5.22624 0.41928 -2.34589 0.100 0.152 0.120 0.02
H 6.14034 -0.07658 -2.67234 0.029 -0.009 -0.075 0.09
H 5.11158 1.34242 -2.90726 -0.034 0.003 -0.106 0.09
H 4.38534 -0.24071 -2.54432 -0.043 -0.006 -0.052 0.08
H 5.36243 1.46343 3.31856 0.036 0.034 0.097 0.08
H 6.01547 -0.16175 3.03784 0.033 -0.024 0.080 0.09
H 4.26873 0.10379 2.96944 0.025 -0.005 0.066 0.07
```
Forces are in eV/Å.

Values from the calculation:
E_tot	-47223.285	eV
SMILES	Cc1noc(C)c1COC(=O)c1cccc(S(=O)(=O)N2c3ccccc3C[C@H]2C)c1
ΔE to the lowest compared entry with this formula, charge and spin	177.6	kJ/mol
Kohn-Sham gap	8.25	eV
highest occupied orbital energy	-8.331	eV
LUMO level	-0.1	eV

---

# 2
ORCA calculation (ωB97M-V/def2-TZVPD) on a single C5H11N3O3 molecule at a distorted geometry.

The geometry in XYZ format:
```
22
Properties=species:S:1:pos:R:3:forces:R:3:lowdin_charge:R:1
C -0.26167 2.01770 0.22739 -0.248 -0.136 0.523 -0.22
C 0.64180 0.82076 0.36966 1.215 0.537 -0.746 -0.29
C 1.26666 0.28355 -0.94591 0.152 -0.168 0.935 -0.13
C 1.65600 -1.16657 -0.58640 -0.967 -0.691 0.396 -0.14
C 0.93603 -1.44451 0.82737 1.469 1.167 -1.106 -0.11
H -1.93667 1.26199 -0.37790 0.573 0.968 -0.533 0.07
H 0.31874 2.89756 -0.03118 0.089 0.081 0.006 0.13
H -0.69930 2.13489 1.22488 -0.142 0.465 -0.084 0.12
H 1.44061 1.09998 1.10102 -0.501 -0.258 -0.489 0.17
H 2.11338 0.87757 -1.29116 -0.081 0.031 0.078 0.11
H 0.49028 0.31072 -1.69349 -0.158 -0.017 -0.385 0.10
H 1.17098 -1.88052 -1.27617 0.531 0.386 0.047 0.10
H 2.74032 -1.33423 -0.59069 -0.347 -0.013 0.227 0.10
H 1.65087 -1.40063 1.64680 -0.002 0.286 0.066 0.11
H 0.50421 -2.41752 0.85783 -0.763 -0.466 0.010 0.10
H -3.06714 -0.30414 0.45436 0.582 -0.228 0.312 0.11
N -0.02612 -0.32318 0.96434 0.631 -1.576 0.955 -0.06
N -1.22770 -0.64785 0.42863 -1.486 0.124 0.226 -0.21
N -1.46341 -1.29626 -0.66879 -0.142 0.538 -0.032 0.02
O -1.25736 1.86714 -0.75756 -0.777 -0.584 0.243 -0.06
O -2.32677 -0.08154 1.09542 0.225 -0.089 -0.617 0.05
O -2.66374 -1.27493 -0.97845 0.147 -0.357 -0.033 -0.07
```
Forces are in eV/Å.

Values from the calculation:
E_tot	-15971.267	eV
SMILES	O=NN(O)N1CCC[C@H]1CO
ΔE to the lowest compared entry with this formula, charge and spin	442.6	kJ/mol
Kohn-Sham gap	10.39	eV
highest occupied orbital energy	-9.559	eV
LUMO level	0.8	eV

---

# 3
ORCA calculation (ωB97M-V/def2-TZVPD) on a molecular structure, C42H35ClN6O5SW at a distorted geometry.

The geometry in XYZ format:
```
91
Properties=species:S:1:pos:R:3:forces:R:3:lowdin_charge:R:1
W 0.88794 -0.39584 -0.72134 0.325 1.965 0.596 1.57
Cl -1.97078 -0.01893 -7.57573 0.009 0.004 0.021 0.64
C -1.40835 0.18503 -5.93859 -0.030 0.108 0.025 -0.67
C -1.59609 1.42870 -5.29708 -0.014 -0.054 -0.106 -0.09
C -1.16614 1.61097 -4.01819 0.079 -0.074 0.169 0.01
C -0.52210 0.56667 -3.28843 -0.012 -0.094 -0.161 -0.36
O -0.15757 0.79671 -2.08144 -0.327 -0.046 -0.106 -0.24
C -0.33400 -0.67853 -3.95161 0.030 -0.026 0.062 -0.14
C 0.29416 -1.81105 -3.36598 0.057 0.016 -0.116 -0.08
N 0.85563 -1.90468 -2.19019 -0.036 -0.380 -0.176 -0.12
C 1.48457 -3.13454 -1.82529 -0.123 0.301 -0.110 -0.17
C 1.29427 -4.37516 -2.36993 0.029 -0.186 0.009 0.01
C 2.07885 -5.46511 -1.92691 -0.045 0.088 -0.019 -0.06
C 3.04059 -5.31126 -0.96545 0.017 0.010 0.032 -0.03
C 3.24274 -4.04307 -0.37579 -0.005 -0.038 -0.032 -0.14
C 4.21045 -3.73799 0.62117 0.004 0.024 0.010 0.02
C 4.32167 -2.47257 1.11008 0.056 -0.071 0.029 0.03
C 3.43400 -1.47957 0.62939 -0.058 0.098 0.046 -0.28
N 2.52358 -1.74078 -0.27735 -0.224 -0.406 0.014 0.02
C 2.43454 -2.98963 -0.79924 0.067 -0.064 -0.139 -0.14
C -0.79864 -0.83636 -5.28400 0.019 -0.047 -0.009 -0.07
H -2.08735 2.22961 -5.83419 0.008 0.002 0.006 0.11
H -1.29584 2.55651 -3.50774 -0.014 -0.003 -0.010 0.12
H 0.31394 -2.69373 -4.00115 0.028 0.005 0.026 0.12
H 0.54594 -4.54831 -3.13109 -0.004 0.018 0.009 0.11
H 1.91058 -6.43807 -2.36828 -0.005 -0.002 0.002 0.11
H 3.64190 -6.15266 -0.64533 0.003 0.008 0.004 0.11
H 4.86421 -4.52147 0.98372 0.000 0.008 0.006 0.12
H 5.04969 -2.21982 1.86873 -0.013 0.007 0.001 0.12
H 4.26250 0.19229 1.47464 -0.012 -0.005 0.017 0.16
H -0.65705 -1.78668 -5.78497 0.002 0.002 0.016 0.11
O -0.28997 -2.47759 3.83025 -0.054 -0.043 0.062 0.06
C 0.17684 -1.22887 3.91945 0.078 0.081 -0.086 -0.27
C 0.16389 -0.62112 5.17961 -0.032 0.013 0.009 -0.02
C 0.60907 0.67315 5.33578 -0.007 -0.008 0.021 -0.08
C 1.08388 1.39544 4.24243 0.015 -0.002 -0.006 -0.09
C 1.11259 0.79219 3.00314 0.052 -0.044 0.055 -0.07
C 0.67107 -0.52111 2.79627 0.196 0.149 0.048 -0.12
C 0.67444 -1.16201 1.44425 -1.171 -0.312 -0.337 -0.30
O 0.18106 -2.30084 1.40175 0.521 -0.450 0.245 -0.08
N 3.39357 -0.19372 1.12752 0.072 -0.015 -0.022 0.08
N 2.65702 0.62724 0.27958 -0.203 -0.255 0.095 -0.07
C 3.05033 1.82066 0.04112 0.014 0.042 -0.054 -0.05
C 2.61245 2.48746 -1.15464 0.063 0.042 0.086 -0.16
C 2.73070 3.87375 -1.32369 -0.004 0.025 0.011 -0.05
C 2.57551 4.44396 -2.56389 -0.009 0.002 0.001 -0.09
C 2.36152 3.60903 -3.67017 -0.005 -0.029 0.036 -0.07
C 2.28094 2.24268 -3.53197 -0.022 0.076 -0.083 0.00
C 2.35882 1.64058 -2.26348 0.010 -0.207 0.035 -0.34
O 2.25890 0.33817 -2.14097 0.399 -0.003 -0.390 -0.20
H -0.22631 -2.70282 2.85979 0.022 -0.022 0.030 0.06
H -0.21725 -1.19337 6.01548 0.001 -0.010 -0.009 0.11
H 0.57958 1.13271 6.31637 -0.002 -0.006 0.001 0.10
H 1.40646 2.42212 4.35902 -0.004 0.000 -0.013 0.10
H 1.44951 1.35858 2.15048 0.013 0.013 0.038 0.08
H 3.84524 2.25972 0.64745 0.012 -0.010 -0.010 0.15
H 2.94373 4.49317 -0.45861 0.011 -0.002 -0.006 0.11
H 2.64000 5.51592 -2.68966 -0.001 -0.003 -0.004 0.10
H 2.25376 4.04749 -4.65480 0.001 0.000 -0.004 0.11
H 2.10576 1.60071 -4.38600 0.018 -0.005 0.003 0.12
C -4.21036 -0.80579 3.15749 0.019 0.029 -0.011 -0.07
C -4.50285 -0.40348 1.71929 -0.003 -0.031 0.045 -0.21
N -3.60144 -1.06351 0.77510 0.010 0.032 -0.054 -0.13
C -4.05703 -2.33721 0.23282 -0.025 0.000 0.014 -0.26
C -4.84779 -2.17552 -1.05828 0.007 -0.009 0.006 -0.08
C -2.43224 -0.49616 0.42541 0.135 -0.171 -0.084 -0.62
S -1.51554 -1.26641 -0.80327 0.097 -0.241 0.413 0.87
N -2.15190 0.63359 1.08773 -0.141 0.240 -0.005 0.14
C -1.09042 1.39479 0.95492 0.021 -0.103 0.055 -0.40
O -0.00333 1.17430 0.34682 0.099 0.056 -0.225 -0.19
C -1.13002 2.69881 1.68453 -0.038 0.042 -0.031 -0.13
C -0.20672 3.68878 1.36252 0.008 0.022 -0.023 -0.02
C -0.20579 4.89180 2.05173 0.002 0.000 0.001 -0.08
C -1.11876 5.10726 3.07541 -0.014 -0.028 0.002 -0.09
C -2.04318 4.12104 3.39676 0.014 0.034 -0.002 -0.08
C -2.05517 2.92512 2.69778 -0.001 -0.041 0.013 -0.02
H -4.89201 -0.29804 3.84207 -0.006 -0.012 -0.002 0.07
H -3.18645 -0.53433 3.41789 -0.004 -0.001 0.006 0.07
H -4.32521 -1.88187 3.29820 0.015 0.001 0.004 0.07
H -4.40281 0.67156 1.59813 -0.002 -0.002 -0.015 0.11
H -5.51991 -0.68193 1.43533 0.000 -0.018 0.013 0.12
H -4.67615 -2.80490 1.00110 0.001 0.010 0.005 0.12
H -3.18986 -2.97657 0.07519 0.008 -0.001 -0.002 0.08
H -5.70591 -1.51737 -0.91019 0.001 -0.001 -0.004 0.07
H -5.21796 -3.14414 -1.39736 0.003 0.002 -0.004 0.08
H -4.21771 -1.75277 -1.84040 -0.007 0.006 0.003 0.06
H 0.49513 3.50885 0.55793 -0.007 0.000 0.008 0.10
H 0.50508 5.66495 1.78778 0.001 -0.002 0.000 0.10
H -1.11439 6.04370 3.61873 0.001 0.000 0.001 0.10
H -2.75528 4.28589 4.19521 0.000 -0.001 -0.001 0.10
H -2.76496 2.14554 2.93937 0.012 0.003 0.002 0.10
```
Forces are in eV/Å.

Values from the calculation:
E_tot	-88485.826	eV
ΔE to the lowest compared entry with this formula, charge and spin	167.7	kJ/mol
Kohn-Sham gap (spin up / spin down)	5.51 / 5.51	eV
highest occupied orbital energy (spin up / spin down)	-6.230 / -6.232	eV
LUMO level (spin up / spin down)	-0.7 / -0.7	eV

---

# 4
ORCA calculation (ωB97M-V/def2-TZVPD) on 7 unconnected molecules or ions with the total composition C26H52Br2O6 at a distorted geometry.

The geometry in XYZ format:
```
86
Properties=species:S:1:pos:R:3:forces:R:3:lowdin_charge:R:1
C 1.33949 -0.70947 -5.96596 0.302 0.281 -0.307 -0.17
C 0.50745 0.12246 -6.94899 0.427 0.616 0.106 -0.17
C -0.92190 -0.31919 -6.65352 0.235 -0.534 0.206 -0.19
O -0.80852 -1.63217 -6.09100 -0.123 -0.102 0.637 -0.16
C 0.56668 -2.01122 -5.91599 -0.555 0.558 -0.654 -0.19
H 1.40705 -0.28265 -4.96194 -0.230 0.175 -0.099 0.09
H 2.36122 -0.76814 -6.34221 0.027 -0.377 0.108 0.11
H 0.86561 -0.06798 -7.96303 -0.384 -0.361 -0.057 0.11
H 0.69085 1.19206 -6.81833 -0.301 -0.007 0.179 0.11
H -1.57820 -0.44037 -7.51850 0.095 0.473 -0.014 0.12
H -1.38092 0.31890 -5.88913 -0.072 0.107 -0.276 0.11
H 0.74959 -2.64046 -6.79233 0.688 -0.361 0.459 0.12
H 0.69044 -2.48638 -4.94452 -0.092 -0.469 -0.247 0.11
C 0.91177 2.72779 -1.69406 -0.026 0.529 -0.048 -0.16
C 1.71782 1.81350 -2.63140 -0.296 -0.355 0.790 -0.17
C 2.62005 2.77659 -3.37226 0.737 0.648 0.226 -0.20
O 2.05797 4.08907 -3.25182 -0.703 -0.433 -0.055 -0.14
C 1.53231 4.12171 -1.91255 0.171 -0.930 -0.843 -0.18
H 0.95396 2.45966 -0.63851 -0.018 -0.175 -0.039 0.08
H -0.13132 2.73348 -2.01069 -0.046 0.093 0.120 0.11
H 1.02572 1.23174 -3.23926 0.210 0.060 -0.274 0.09
H 2.31017 1.11944 -2.03176 0.042 -0.136 -0.210 0.10
H 2.84046 2.52977 -4.40797 -0.317 0.185 -0.135 0.12
H 3.58572 2.82531 -2.85174 0.108 -0.232 -0.027 0.12
H 0.76588 4.88454 -1.83236 0.349 0.413 0.045 0.12
H 2.40425 4.25692 -1.26899 -0.244 0.315 0.467 0.11
C 0.36196 -0.33357 3.57093 -0.889 -1.081 -1.389 -0.20
C 0.77609 0.91666 4.25895 0.925 0.385 0.177 -0.18
C 0.86821 0.38242 5.67117 -0.073 -0.661 0.584 -0.17
O 1.44197 -0.94692 5.51419 0.011 0.003 0.314 -0.13
C 1.22088 -1.42931 4.19467 -0.364 1.068 -0.941 -0.19
H 0.40033 -0.35377 2.47556 0.348 0.271 0.083 0.09
H -0.70286 -0.50317 3.77750 0.057 -0.038 0.232 0.09
H 0.13778 1.75394 3.98006 -0.145 0.059 0.668 0.08
H 1.81361 1.19470 4.05627 -0.122 -0.057 -0.589 0.08
H -0.09603 0.27560 6.17804 -0.076 0.119 -0.085 0.12
H 1.55029 0.92416 6.32526 -0.057 0.109 -0.041 0.12
H 0.72032 -2.39630 4.10568 0.067 -0.070 0.649 0.12
H 2.14602 -1.47354 3.60909 0.215 -0.115 0.400 0.11
C -4.41037 -2.95255 1.45907 0.049 -0.822 -0.163 -0.17
C -3.08260 -2.53341 2.04815 0.625 0.899 0.159 -0.19
C -3.52370 -1.95405 3.37822 0.051 0.453 0.144 -0.23
O -4.47607 -2.88894 3.84183 -0.324 -0.460 0.299 -0.13
C -5.24908 -3.31710 2.72416 0.488 0.044 -0.942 -0.18
H -4.22402 -3.80193 0.79777 -0.451 -0.065 0.017 0.11
H -4.88078 -2.16649 0.87012 0.082 0.086 0.111 0.06
H -2.51237 -1.84153 1.42104 -0.200 0.111 0.019 0.08
H -2.37664 -3.34547 2.23407 -0.326 -0.286 -0.005 0.12
H -4.02568 -0.97865 3.29822 0.222 0.024 -0.302 0.07
H -2.71309 -1.83408 4.09893 -0.132 -0.270 0.137 0.12
H -6.22685 -2.83201 2.68327 0.003 0.124 0.208 0.11
H -5.40318 -4.39508 2.75692 0.008 -0.009 0.364 0.11
C -0.77126 -1.88856 -1.71901 0.005 -0.276 0.581 -0.15
C -0.19416 -0.92814 -0.66161 0.649 -1.118 -0.680 -0.15
C 0.89611 -1.84976 -0.08074 -0.349 0.132 -0.800 -0.19
O 0.35286 -3.17670 -0.11326 -0.026 -0.128 0.162 -0.12
C -0.79479 -3.20760 -0.94773 -0.926 0.563 -0.167 -0.21
H -0.06635 -2.06524 -2.53467 -0.030 0.578 -0.159 0.10
H -1.73030 -1.54421 -2.10042 -0.049 -0.255 -0.136 0.12
H -0.93375 -0.69513 0.10217 -0.077 0.362 -0.121 0.08
H 0.22147 -0.08213 -1.20708 -0.055 0.405 0.614 0.09
H 1.22043 -1.61800 0.93051 0.085 -0.041 -0.012 0.10
H 1.73037 -1.82341 -0.79045 0.320 0.074 0.337 0.12
H -1.70737 -3.25905 -0.34177 0.078 -0.116 0.152 0.10
H -0.82030 -4.05642 -1.63190 0.421 -0.181 0.199 0.12
C 4.27418 2.58765 2.44824 -1.134 0.002 -1.222 -0.15
C 2.91604 2.53995 1.71883 0.392 0.893 -0.449 -0.18
C 2.95098 1.19095 1.07157 0.265 -1.254 0.337 -0.21
O 3.48929 0.31927 2.08886 -0.121 0.612 0.426 -0.16
C 4.35187 1.12886 2.92163 -0.064 0.635 -0.142 -0.18
H 4.22024 3.36469 3.20520 0.420 -0.233 0.316 0.11
H 5.03134 2.83331 1.70194 0.217 -0.016 0.238 0.11
H 2.76420 3.33735 0.98526 0.165 0.053 0.100 0.10
H 2.12710 2.63462 2.46390 -0.226 -0.301 -0.173 0.10
H 3.67118 1.03394 0.25541 -0.382 0.888 -0.389 0.13
H 1.96360 0.84168 0.75573 0.105 -0.209 0.123 0.10
H 5.38203 0.79762 2.80594 -0.073 -0.437 0.538 0.12
H 3.94768 1.13028 3.93410 0.465 -0.626 0.191 0.11
Br -5.75487 0.65271 1.32192 0.461 0.529 -0.282 0.65
C -4.19811 1.67593 0.69169 0.297 0.248 -0.092 -0.66
C -2.92274 1.19495 1.34026 -0.442 0.286 0.933 -0.63
Br -2.83653 1.88772 3.21313 -0.040 -0.445 -0.587 0.63
H -4.33431 2.73393 0.90177 -0.380 -0.095 0.106 0.05
H -4.11836 1.57334 -0.39029 -0.219 -0.292 0.027 0.06
H -2.01876 1.61065 0.90858 -0.084 -0.092 -0.333 0.05
H -2.92676 0.11038 1.37193 0.355 0.051 0.201 0.01
```
Forces are in eV/Å.

Values from the calculation:
E_tot	-180171.802	eV
SMILES	C1CCOC1.C1CCOC1.C1CCOC1.C1CCOC1.C1CCOC1.C1CCOC1.BrCCBr
Kohn-Sham gap	9.55	eV
highest occupied orbital energy	-9.396	eV
LUMO level	0.1	eV